<P>
Computed, not measured: a molecular structure, C4H7NO, with ωB97M-V/def2-TZVPD.

Geometry as XYZ:
```
13
Properties=species:S:1:pos:R:3:mulliken_charge:R:1
H 0.754 0.042 -2.203 0.23
H 0.279 -1.337 -1.065 0.30
H -0.207 0.270 1.927 0.35
C 1.671 0.144 -0.167 -0.40
N 0.303 0.613 -0.170 0.02
H -0.386 1.467 0.141 0.60
H -2.016 -0.490 -0.497 0.30
O -2.711 -0.784 1.389 -0.57
C 0.701 -0.343 -1.189 -0.44
C -1.864 -0.371 0.607 -0.04
C -0.674 0.331 0.951 -0.89
H 2.427 0.873 -0.447 0.25
H 1.915 -0.521 0.659 0.28
```

Computed properties:
* LUMO level: 0.7277 eV
* HOMO-LUMO gap: 8.6 eV
* 2S+1: 1

---

<Q>
Computed, not measured: a molecular structure, C4H7NO, with ωB97M-V/def2-TZVPD.

Geometry as XYZ:
```
13
Properties=species:S:1:pos:R:3:mulliken_charge:R:1
H -1.606 0.177 -0.847 0.33
H 1.636 0.125 -1.286 0.37
C 0.638 0.430 0.864 -0.15
C -0.248 -0.852 0.951 -0.31
H -0.539 0.063 -2.296 0.27
N -0.012 -1.181 -0.520 -0.51
H -0.406 1.483 -0.162 0.48
H -1.293 -0.669 1.232 0.26
C -0.585 0.005 -1.212 -0.66
H 1.519 0.428 1.529 0.35
H 0.167 -1.672 1.542 0.30
O -0.044 1.650 0.787 -0.58
C 0.817 0.007 -0.575 -0.14
```

Computed properties:
* LUMO level: 1.0520 eV
* HOMO-LUMO gap: 10.3 eV
* 2S+1: 1

---

Structures ranked by computed energy, the most stable listed first: <Q>, <P>.

---

<P>
Computed, not measured: a single C4H7NO molecule, with ωB97M-V/def2-TZVPD.

Geometry as XYZ:
```
13
Properties=species:S:1:pos:R:3:mulliken_charge:R:1
O 0.375 -1.365 1.953 -0.50
H 1.612 1.648 0.585 0.36
C -0.008 -0.905 0.922 0.24
C 0.979 1.225 -0.181 -0.77
C -0.512 -1.346 -0.424 -0.16
H -1.867 0.365 -0.854 0.16
C -0.819 0.098 -0.824 -0.74
H 0.621 1.983 -0.896 0.33
H -1.379 -2.002 -0.358 0.27
H 0.284 -1.866 -0.984 0.18
N -0.184 0.557 0.550 0.07
H -0.626 1.117 1.307 0.33
H 1.523 0.490 -0.794 0.24
```

Computed properties:
* LUMO level: 0.7011 eV
* HOMO-LUMO gap: 7.3 eV
* 2S+1: 1

---

<Q>
Computed, not measured: a single C4H7NO molecule, with ωB97M-V/def2-TZVPD.

Geometry as XYZ:
```
13
Properties=species:S:1:pos:R:3:mulliken_charge:R:1
C -0.689 -0.813 -0.875 -0.37
H 1.368 -0.339 -1.364 0.25
N -0.759 1.962 1.245 -0.69
H 0.789 -0.408 1.629 0.24
H 1.204 -1.773 -0.336 0.30
H -1.681 2.297 0.963 0.28
H 1.701 0.805 0.730 0.28
H -0.904 -0.933 -1.939 0.29
H -1.214 -1.599 -0.316 0.25
C 0.803 -0.776 -0.535 -0.47
O -1.206 0.454 -0.463 -0.42
C -0.438 0.965 0.542 0.38
C 0.829 0.148 0.686 -0.32
```

Computed properties:
* LUMO level: 0.9433 eV
* HOMO-LUMO gap: 10.8 eV
* SMILES: [H]/N=C1/CCCO1
* 2S+1: 1

---

Structures ranked by computed energy, the most stable listed first: <Q>, <P>.

---

<P>
Computed, not measured: a single C4H7NO molecule, with ωB97M-V/def2-TZVPD.

Geometry as XYZ:
```
13
Properties=species:S:1:pos:R:3:mulliken_charge:R:1
C 0.548 -0.050 -0.008 0.24
H 0.273 -2.067 0.655 0.34
C -1.349 1.436 0.179 0.08
H 1.968 -1.522 0.752 0.34
H 0.761 -0.926 1.908 0.27
H 1.111 0.873 0.158 0.41
H 0.052 0.708 -2.009 0.29
H -2.352 1.464 0.640 0.39
C -0.098 -0.128 -1.326 -0.43
H -0.314 -1.090 -1.785 0.24
C 0.924 -1.216 0.864 -1.30
N -0.919 0.113 -0.119 -0.40
O -0.683 2.430 0.062 -0.47
```

Computed properties:
* LUMO level: 1.0377 eV
* HOMO-LUMO gap: 11.0 eV
* SMILES: C[C@H]1CN1C=O
* 2S+1: 1

---

<Q>
Computed, not measured: 3 unconnected molecules or ions with the total composition C4H7NO, with ωB97M-V/def2-TZVPD.

Geometry as XYZ:
```
13
Properties=species:S:1:pos:R:3:mulliken_charge:R:1
H 1.547 0.479 -1.974 0.32
H -2.122 -1.636 -0.577 0.16
H 1.429 0.079 2.122 0.31
C -0.572 -0.194 1.484 -0.59
O 0.534 -1.256 -1.743 -0.41
C 0.590 -0.055 -1.837 -0.24
H -1.394 0.157 0.869 0.34
C 0.852 1.615 0.734 0.26
H -0.313 0.587 -1.779 0.32
N 1.068 2.543 0.075 -0.41
H -1.484 -1.664 -0.963 -0.15
H -0.735 -1.094 2.068 0.23
C 0.601 0.438 1.520 -0.12
```

Computed properties:
* LUMO level: 0.2028 eV
* HOMO-LUMO gap: 10.5 eV
* SMILES: C=CC#N.[H][H].C=O
* 2S+1: 1

---

Structures ranked by computed energy, the most stable listed first: <P>, <Q>.

---

<P>
Computed, not measured: a molecular structure, C23H37N3O2PPdS2, with ωB97M-V/def2-TZVPD.

Geometry as XYZ:
```
69
Properties=species:S:1:pos:R:3:mulliken_charge:R:1
H -2.037 -0.258 -3.526 0.62
C -2.878 1.591 4.999 -1.20
O 2.335 1.774 0.461 -0.76
C -1.463 1.196 3.031 -0.04
H 4.304 0.096 0.068 0.28
C 2.349 -1.282 -4.836 -0.68
H 3.804 -2.888 -0.719 0.57
S -1.385 0.352 1.561 -0.16
H 2.631 -2.985 -6.109 0.41
H -3.121 -1.643 -2.328 0.28
C 0.601 -1.482 -3.196 0.49
H -0.221 4.349 -0.440 0.49
P -0.347 -0.712 -1.862 1.49
H -4.261 0.536 2.698 0.36
C -2.905 -3.989 0.086 -0.59
C 1.852 3.764 -0.734 -0.79
N -2.643 1.595 3.557 0.14
H -4.594 2.202 3.229 0.39
O 3.504 2.163 -1.419 -0.66
H 1.888 0.240 -3.400 0.33
H 0.823 -4.298 -5.060 0.44
H -0.918 1.079 -3.355 0.44
H 0.451 3.326 0.842 0.06
C 0.920 0.848 3.429 -1.26
H 1.415 1.357 2.597 0.35
H -1.116 3.312 4.419 0.45
H -1.002 2.046 -0.407 0.15
H -3.739 0.954 5.209 0.42
H 0.766 -0.196 3.167 0.39
H -2.213 0.841 -2.139 0.42
C -1.376 -1.984 -1.099 0.51
S 2.336 -1.276 0.186 0.04
H 1.875 4.106 -1.769 0.29
H -3.087 2.591 5.380 0.33
C 2.060 -2.562 -5.293 -0.55
N -0.120 2.279 -0.863 -0.60
H -0.137 2.455 5.625 0.33
C -1.610 -3.752 0.524 -0.75
C 2.669 2.488 -0.594 0.82
H 3.146 -0.708 -5.291 0.45
H 2.301 -2.796 -1.657 0.24
H 2.313 4.541 -0.121 0.33
H -0.304 2.465 -1.844 0.21
H -2.019 1.180 5.522 0.40
C -0.244 2.680 4.563 -1.28
H -0.484 -3.339 -3.198 0.39
C -3.858 1.550 2.759 -1.05
C 3.854 -0.543 0.824 -0.89
C -3.439 -3.222 -0.939 -0.75
H 0.144 -2.558 0.319 0.18
C 0.439 3.504 -0.231 -0.31
C -0.852 -2.751 -0.060 -0.24
C 3.073 -2.214 -1.161 -1.02
Pd 1.015 0.508 -0.514 1.36
H 3.604 0.059 1.691 0.25
H 0.639 3.235 4.240 0.42
H -1.193 -4.338 1.332 0.43
H 1.555 0.903 4.314 0.40
H 3.552 -1.545 -1.871 0.28
C 1.044 -3.301 -4.705 -0.65
H -3.660 1.901 1.751 0.30
H -4.449 -3.398 -1.282 0.42
H -3.499 -4.766 0.547 0.40
H 4.505 -1.369 1.106 0.49
C 0.308 -2.761 -3.659 -0.33
N -0.354 1.472 3.753 0.21
C -2.680 -2.225 -1.532 -0.36
C -1.498 0.344 -2.795 -1.87
C 1.628 -0.743 -3.784 -0.63
```

Computed properties:
* LUMO level: -3.0391 eV
* HOMO-LUMO gap: 7.5 eV
* net charge: +1
* 2S+1: 1

---

<Q>
Computed, not measured: a molecular structure, C23H37N3O2PPdS2, with ωB97M-V/def2-TZVPD.

Geometry as XYZ:
```
69
Properties=species:S:1:pos:R:3:mulliken_charge:R:1
C -2.554 0.734 2.513 0.29
H 3.610 -1.335 3.642 0.53
H 1.609 -1.965 5.100 0.43
H -1.639 -0.629 3.913 -0.15
H 0.289 -0.120 -2.380 0.38
H -2.467 0.863 -4.312 0.41
C 0.739 0.765 -1.929 -1.60
C -2.576 -0.640 -2.223 0.44
H -0.018 1.545 -1.856 0.39
H -4.648 -0.127 -3.692 0.39
C 0.859 -1.634 4.385 -0.93
H -3.598 -1.520 1.790 0.30
H -3.835 -0.776 -5.132 0.36
C 4.151 0.183 -0.135 -0.37
O -1.564 0.811 1.691 -0.15
H 0.655 -0.573 4.509 0.26
H 0.918 3.844 3.218 0.45
H 3.526 -1.069 1.888 0.08
H -3.395 -2.515 3.231 0.44
C 2.647 4.211 0.326 -0.76
H -2.096 2.312 -3.382 0.40
H 4.148 1.067 0.489 0.42
C 2.994 -0.960 2.828 -0.53
H 3.225 4.948 -0.215 0.43
C -2.585 -2.758 -3.473 -1.01
C 2.121 4.521 1.575 -0.59
H -3.378 -0.356 4.153 0.41
H 2.040 -1.947 -1.718 0.41
N -2.717 0.694 -2.237 0.38
C 1.121 2.343 1.703 -0.23
C -2.826 1.479 -1.008 -0.53
H -3.780 1.869 -3.655 0.37
H -3.212 -3.429 -2.882 0.36
Pd -0.254 -0.828 1.027 -0.39
C 4.179 -2.097 -1.727 -0.63
H -4.832 -1.824 -4.117 0.42
O -3.450 1.556 2.610 -0.70
H -2.420 0.955 -0.149 -0.25
C -2.782 1.469 -3.468 -1.27
H -1.551 -2.906 -3.182 0.28
P 1.327 0.382 -0.237 1.66
C -2.908 -1.772 2.595 -0.59
H 0.476 1.628 2.201 0.22
H 6.284 0.022 -0.136 0.42
H 2.847 2.724 -1.199 0.38
C 2.974 -1.511 -1.379 -0.77
N -1.690 -2.346 1.978 -0.53
N -2.977 -1.364 -3.289 0.12
H 2.300 5.496 2.010 0.41
H 6.316 -1.999 -1.554 0.40
C 2.952 -0.359 -0.592 0.63
C 1.352 3.592 2.259 -0.86
C 5.355 -0.407 -0.488 -0.53
S -1.920 -1.464 -0.874 -0.34
H -3.873 1.712 -0.797 0.33
C 2.425 2.963 -0.230 -0.08
H -2.694 -3.000 -4.529 0.40
H 1.565 1.111 -2.548 0.64
C -4.131 -0.988 -4.103 -1.25
C -2.601 -0.520 3.410 -0.17
H 4.192 -2.987 -2.342 0.43
H -0.047 -2.216 4.533 0.34
C 1.670 2.018 0.464 0.21
H 2.736 0.085 2.995 0.15
H -1.208 -2.948 2.635 0.30
C 5.373 -1.544 -1.283 -0.58
H -1.954 -2.926 1.187 0.24
H -2.291 2.421 -1.129 0.36
S 1.495 -1.961 2.720 0.08
```

Computed properties:
* LUMO level (alpha / beta): -4.1492 / -4.2511 eV
* HOMO-LUMO gap (alpha / beta): 6.4 / 6.4 eV
* net charge: +1
* 2S+1: 1

---

Structures ranked by computed energy, the most stable listed first: <P>, <Q>.